76
Properties=species:S:1:pos:R:3:lowdin_spin:R:1 method="wB97M-V/def2-TZVPD" de_lowest_kj_mol=315.3 s2=2.024 charge=+2 gap_ev="6.5 / 6.8" multiplicity=3
W 0.773 0.224 0.143 1.2590
C 1.028 -2.012 0.446 0.0142
C 1.823 -1.177 1.317 0.0108
C -0.403 -1.016 1.950 0.0084
C -0.298 -1.983 0.928 -0.0090
C 0.890 -0.498 2.217 0.0362
C 1.615 -3.019 -0.481 0.0049
H 2.503 -2.645 -0.992 0.0008
H 0.898 -3.377 -1.223 0.0003
H 1.924 -3.882 0.117 0.0003
C -1.345 -2.975 0.543 -0.0014
H -1.237 -3.369 -0.481 0.0002
H -2.373 -2.589 0.664 -0.0004
H -1.243 -3.852 1.212 -0.0009
C -1.594 -0.753 2.805 0.0003
H -1.434 -1.241 3.772 0.0001
H -2.517 -1.174 2.387 0.0000
H -1.763 0.304 3.031 0.0001
C 1.282 0.393 3.319 0.0203
H 1.848 -0.175 4.059 0.0037
H 0.415 0.851 3.810 0.0002
H 1.931 1.171 2.943 0.0033
C 3.277 -1.278 1.506 0.0050
H 3.466 -2.005 2.325 0.0002
H 3.655 -0.315 1.837 0.0004
H 3.803 -1.646 0.597 0.0000
C 1.790 1.502 -1.594 0.1802
C 2.541 0.471 -1.008 0.1430
C 4.013 0.734 -0.699 0.0107
C 4.344 1.463 0.628 0.0076
C 3.176 2.033 1.357 0.0172
C 2.476 3.064 0.837 0.0330
C 2.839 3.665 -0.531 0.0098
C 2.434 2.869 -1.795 0.0194
H 4.530 1.291 -1.508 0.0002
H 5.098 2.250 0.444 0.0004
H 4.561 -0.222 -0.751 0.0027
H 3.321 2.800 -2.472 0.0061
H 0.920 1.308 -2.261 0.0252
H 2.310 -0.587 -1.287 0.0394
H 1.762 3.493 -2.430 0.0000
H 2.406 4.683 -0.580 0.0005
H 1.789 3.695 1.440 0.0009
H 3.937 3.831 -0.583 0.0008
H 4.884 0.777 1.290 0.0000
H 3.113 1.780 2.418 0.0003
P -0.015 -0.791 -2.776 0.0828
C -1.138 -2.221 -3.046 0.0145
H -1.232 -2.353 -4.138 0.0036
H -2.139 -2.028 -2.616 0.0003
H -0.718 -3.138 -2.591 0.0001
C -0.861 0.623 -3.622 0.0138
H -0.959 0.344 -4.686 0.0032
H -0.257 1.547 -3.522 0.0007
H -1.856 0.790 -3.165 0.0003
C 1.490 -1.111 -3.716 0.0109
H 2.180 -0.264 -3.578 0.0009
H 1.199 -1.218 -4.766 0.0021
H 1.958 -2.026 -3.324 0.0010
P -0.999 2.558 0.995 -0.0291
C -0.433 3.227 2.590 -0.0062
H -0.498 4.327 2.599 -0.0015
H 0.610 2.927 2.796 -0.0002
H -1.069 2.805 3.391 0.0001
C -0.497 3.732 -0.325 0.0066
H 0.596 3.831 -0.312 0.0015
H -0.989 4.706 -0.164 0.0007
H -0.799 3.328 -1.307 0.0008
C -2.846 2.714 1.053 -0.0069
H -3.135 3.776 1.172 -0.0018
H -3.241 2.127 1.903 0.0001
H -3.280 2.319 0.116 0.0000
C -1.291 0.120 -0.377 0.0327
H -1.787 0.755 -1.115 0.0072
H -1.885 0.232 0.545 0.0020
H -1.459 -0.914 -0.702 0.0053